*one*
175
Properties=species:S:1:pos:R:3 method="wB97M-V/def2-TZVPD" total_charge=0 gap_ev=8.397 e_homo_ev=-8.0
C -0.08 1.86 1.26
C 0.31 0.47 0.77
O -0.51 0.28 -0.37
C -1.28 1.37 -0.61
O -2.09 1.48 -1.48
O -0.81 2.37 0.15
F -0.10 -0.50 1.64
H 0.82 2.47 1.34
H -0.54 1.96 2.24
H 1.37 0.34 0.55
C 1.89 4.26 -0.47
C 1.65 5.73 -0.80
O 2.71 6.37 -0.11
C 2.97 5.57 0.97
O 3.84 5.79 1.75
O 2.36 4.38 0.87
F 0.47 6.16 -0.29
H 2.57 3.75 -1.16
H 0.98 3.67 -0.54
H 1.70 5.93 -1.87
C -5.51 3.37 1.31
C -4.59 3.53 0.05
O -5.20 4.57 -0.61
C -6.49 4.76 -0.24
O -7.27 5.49 -0.75
O -6.69 4.09 0.88
F -4.60 2.35 -0.65
H -5.18 3.89 2.21
H -5.77 2.36 1.60
H -3.55 3.79 0.16
O 3.46 1.20 0.17
P 4.82 1.37 0.71
N 5.60 2.76 0.13
C 6.22 3.81 0.96
C 6.11 2.83 -1.22
N 6.00 0.25 0.38
C 7.42 0.44 0.63
C 5.69 -0.91 -0.48
N 4.82 1.47 2.38
C 5.82 0.88 3.25
C 3.69 2.08 3.08
H 5.51 4.24 1.66
H 6.54 4.66 0.36
H 7.12 3.48 1.50
H 6.03 1.94 -1.84
H 7.16 3.14 -1.26
H 5.61 3.66 -1.75
H 7.68 1.44 0.99
H 7.78 -0.30 1.34
H 7.98 0.33 -0.30
H 6.54 -1.33 -1.01
H 5.33 -1.71 0.17
H 4.83 -0.67 -1.11
H 5.44 0.74 4.26
H 5.99 -0.17 2.94
H 6.82 1.28 3.12
H 3.94 3.12 3.29
H 3.33 1.50 3.93
H 2.86 2.17 2.37
O 3.94 -6.02 1.63
P 3.23 -5.04 2.48
N 3.96 -3.54 2.65
C 3.54 -2.52 3.64
C 5.43 -3.46 2.45
N 2.87 -5.61 4.05
C 3.24 -6.95 4.50
C 1.82 -4.99 4.90
N 1.67 -4.67 1.91
C 0.86 -5.79 1.42
C 1.37 -3.36 1.26
H 3.57 -1.57 3.08
H 4.40 -2.33 4.29
H 2.62 -2.73 4.18
H 5.67 -4.32 1.83
H 5.96 -3.68 3.37
H 5.55 -2.52 1.91
H 3.96 -7.03 5.30
H 2.37 -7.58 4.74
H 3.55 -7.47 3.59
H 2.34 -4.51 5.74
H 1.24 -4.31 4.28
H 1.21 -5.78 5.33
H -0.17 -5.48 1.24
H 1.34 -6.35 0.61
H 0.90 -6.52 2.24
H 1.83 -3.32 0.27
H 1.54 -2.53 1.95
H 0.30 -3.48 1.13
O -6.42 -1.17 -4.98
P -6.04 0.08 -5.68
N -4.38 0.44 -5.61
C -3.84 0.48 -4.26
C -3.39 -0.16 -6.47
N -6.46 0.19 -7.29
C -7.22 -0.92 -7.86
C -5.78 1.09 -8.24
N -6.79 1.47 -5.04
C -7.07 2.71 -5.74
C -7.21 1.46 -3.62
H -2.84 0.90 -4.16
H -3.83 -0.56 -3.88
H -4.53 0.92 -3.52
H -3.25 -1.19 -6.14
H -2.42 0.34 -6.50
H -3.62 -0.19 -7.54
H -6.73 -1.88 -7.68
H -8.28 -0.97 -7.60
H -7.14 -0.92 -8.95
H -5.52 0.50 -9.12
H -6.43 1.94 -8.44
H -4.88 1.50 -7.78
H -7.61 2.64 -6.68
H -7.80 3.31 -5.19
H -6.16 3.31 -5.83
H -6.40 1.99 -3.11
H -7.40 0.47 -3.22
H -8.13 2.02 -3.44
O 2.74 -2.46 -2.87
P 1.81 -2.95 -3.92
N 1.77 -4.64 -3.96
C 2.83 -5.44 -4.56
C 0.91 -5.27 -2.96
N 2.26 -2.47 -5.49
C 3.40 -1.57 -5.65
C 1.75 -2.96 -6.77
N 0.20 -2.53 -3.74
C -0.82 -3.01 -4.68
C -0.16 -1.34 -3.00
H 3.26 -4.88 -5.40
H 2.38 -6.37 -4.90
H 3.63 -5.61 -3.84
H 0.58 -6.29 -3.17
H 0.07 -4.63 -2.73
H 1.43 -5.36 -2.00
H 3.20 -0.86 -6.45
H 3.70 -1.05 -4.74
H 4.29 -2.15 -5.95
H 2.28 -2.52 -7.61
H 1.94 -4.03 -6.92
H 0.68 -2.79 -6.87
H -1.79 -3.12 -4.21
H -0.86 -2.31 -5.52
H -0.49 -3.94 -5.14
H -0.60 -0.48 -3.52
H 0.66 -1.02 -2.36
H -0.87 -1.71 -2.25
O -1.29 1.93 4.58
P -2.26 1.96 5.68
N -1.58 1.84 7.25
C -2.47 1.71 8.39
C -0.37 2.61 7.48
N -3.45 0.77 5.59
C -3.07 -0.62 5.81
C -4.46 0.88 4.56
N -3.18 3.40 5.67
C -4.51 3.52 6.26
C -2.48 4.69 5.66
H -1.88 1.56 9.29
H -3.32 1.04 8.25
H -2.98 2.66 8.59
H 0.23 2.03 8.18
H -0.55 3.68 7.63
H 0.24 2.64 6.57
H -2.61 -1.03 4.91
H -2.27 -0.62 6.55
H -3.92 -1.20 6.17
H -4.69 1.86 4.16
H -4.34 0.19 3.72
H -5.41 0.55 4.99
H -5.25 2.91 5.74
H -4.49 3.18 7.30
H -4.92 4.53 6.31
H -3.14 5.51 5.37
H -1.63 4.70 4.98
H -2.16 4.89 6.68



*two*
175
Properties=species:S:1:pos:R:3 method="wB97M-V/def2-TZVPD" total_charge=0 gap_ev=8.477 e_homo_ev=-8.2
C 1.51 19.96 -11.73
C 1.88 20.66 -10.44
O 2.99 19.94 -9.96
C 3.13 18.78 -10.65
O 4.08 18.05 -10.62
O 2.14 18.66 -11.56
F 0.79 20.53 -9.61
H 1.89 20.33 -12.68
H 0.48 19.63 -11.73
H 2.24 21.69 -10.47
C 7.68 16.45 -11.20
C 6.33 16.21 -11.82
O 6.56 15.11 -12.67
C 7.89 14.99 -12.93
O 8.34 14.29 -13.77
O 8.59 15.82 -12.11
F 5.98 17.31 -12.55
H 7.77 15.98 -10.22
H 7.92 17.50 -11.02
H 5.64 15.96 -11.01
C 5.42 11.66 -12.80
C 5.13 12.49 -14.03
O 3.96 11.87 -14.50
C 3.32 11.32 -13.43
O 2.25 10.83 -13.46
O 4.08 11.50 -12.28
F 6.18 12.22 -14.87
H 6.13 12.07 -12.08
H 5.70 10.64 -13.07
H 4.99 13.56 -13.88
O 0.66 15.87 -7.79
P 0.53 14.65 -8.57
N 0.33 13.14 -7.80
C 0.15 11.88 -8.46
C 0.86 13.05 -6.43
N 1.95 14.40 -9.48
C 2.95 15.43 -9.59
C 2.29 13.25 -10.29
N -0.76 14.51 -9.62
C -0.66 14.93 -11.02
C -2.13 14.45 -9.14
H -0.14 11.96 -9.50
H -0.66 11.35 -7.95
H 0.96 11.14 -8.41
H 1.29 13.99 -6.10
H 1.60 12.25 -6.52
H 0.14 12.64 -5.71
H 3.88 15.30 -9.02
H 3.14 15.75 -10.61
H 2.70 16.29 -8.95
H 2.91 13.58 -11.12
H 2.79 12.39 -9.84
H 1.38 12.84 -10.73
H -1.51 14.60 -11.60
H -0.41 15.99 -11.15
H 0.18 14.38 -11.47
H -2.54 15.39 -8.78
H -2.24 13.72 -8.33
H -2.93 14.12 -9.82
O 14.94 14.81 -14.98
P 13.94 15.69 -14.33
N 12.43 15.00 -14.19
C 11.51 15.59 -13.25
C 12.09 13.63 -14.61
N 13.77 17.19 -15.15
C 12.73 17.27 -16.15
C 15.02 17.82 -15.61
N 14.30 16.23 -12.77
C 15.13 15.36 -11.92
C 13.92 17.52 -12.19
H 10.51 15.48 -13.67
H 11.57 16.67 -13.12
H 11.47 15.17 -12.24
H 11.04 13.65 -14.86
H 12.32 13.00 -13.74
H 12.74 13.22 -15.38
H 11.74 16.87 -15.95
H 12.62 18.21 -16.69
H 13.07 16.59 -16.96
H 15.72 17.91 -14.78
H 15.49 17.05 -16.24
H 14.80 18.77 -16.08
H 14.92 15.63 -10.88
H 14.69 14.36 -11.98
H 16.19 15.45 -12.16
H 13.84 18.32 -12.93
H 14.73 17.87 -11.55
H 13.05 17.41 -11.53
O 9.01 19.08 -9.89
P 9.22 20.44 -9.38
N 10.71 20.69 -8.64
C 11.76 19.68 -8.66
C 11.03 21.93 -7.92
N 8.17 21.09 -8.22
C 8.29 20.42 -6.93
C 6.75 21.32 -8.55
N 9.09 21.52 -10.69
C 9.14 22.97 -10.56
C 9.82 21.07 -11.89
H 11.32 18.67 -8.62
H 12.33 19.66 -7.73
H 12.24 19.67 -9.64
H 11.60 21.63 -7.04
H 10.16 22.54 -7.69
H 11.69 22.51 -8.57
H 7.74 19.48 -7.02
H 9.31 20.09 -6.73
H 7.77 20.98 -6.15
H 6.35 21.95 -7.75
H 6.70 21.71 -9.56
H 6.26 20.34 -8.50
H 8.78 23.46 -11.47
H 8.39 23.29 -9.83
H 10.15 23.31 -10.32
H 9.12 20.40 -12.38
H 10.73 20.49 -11.70
H 10.12 21.88 -12.55
O 6.51 14.65 -8.58
P 6.54 14.97 -7.11
N 8.13 15.38 -6.70
C 8.34 15.86 -5.34
C 9.19 14.63 -7.38
N 6.18 13.68 -6.10
C 5.80 13.89 -4.72
C 5.62 12.50 -6.75
N 5.48 16.24 -6.67
C 5.66 17.61 -7.07
C 4.11 15.92 -6.13
H 9.25 16.42 -5.11
H 8.28 15.09 -4.56
H 7.52 16.57 -5.19
H 9.02 14.76 -8.45
H 9.14 13.57 -7.12
H 10.16 15.08 -7.19
H 6.45 13.29 -4.07
H 5.71 14.93 -4.44
H 4.86 13.38 -4.49
H 4.52 12.57 -6.80
H 5.88 12.47 -7.81
H 5.86 11.57 -6.25
H 5.04 18.36 -6.59
H 6.71 17.85 -6.89
H 5.54 17.72 -8.16
H 3.98 14.88 -5.84
H 3.38 16.11 -6.92
H 4.04 16.57 -5.26
O 3.14 21.61 -11.80
P 4.08 22.10 -12.84
N 5.33 21.01 -13.22
C 5.75 20.65 -14.56
C 5.92 20.25 -12.12
N 4.77 23.56 -12.37
C 3.87 24.71 -12.23
C 5.99 23.58 -11.60
N 3.27 22.50 -14.26
C 2.50 21.44 -14.92
C 4.05 23.32 -15.22
H 6.54 19.91 -14.63
H 6.03 21.47 -15.23
H 4.92 20.14 -15.06
H 7.00 20.13 -12.25
H 5.56 19.22 -12.06
H 5.73 20.77 -11.19
H 4.25 25.59 -12.76
H 2.91 24.48 -12.70
H 3.73 24.93 -11.17
H 6.41 24.58 -11.46
H 5.85 23.12 -10.61
H 6.78 23.00 -12.10
H 2.07 20.74 -14.21
H 1.78 21.98 -15.53
H 3.10 20.85 -15.62
H 3.62 24.32 -15.11
H 3.86 23.03 -16.26
H 5.12 23.32 -15.05



Of the structures shown above, *two* is the least stable.